Formula: C36H56BF2InN11O7P2
Source: OMol25
Level of theory: ωB97M-V/def2-TZVPD

```
116
Properties=species:S:1:pos:R:3:forces:R:3:lowdin_charge:R:1
In -0.4499 -0.2292 -0.0558 -0.87 0.24 0.07 0.88
O 4.7112 2.0760 -1.4659 0.04 -0.04 0.05 0.04
C 5.1961 1.5505 -0.3370 -0.03 -0.04 0.03 -0.28
C 6.5833 1.3962 -0.2285 0.04 -0.04 -0.01 -0.02
C 7.1476 0.8762 0.9206 0.02 -0.02 -0.01 -0.10
C 6.3444 0.4950 1.9932 -0.02 0.26 -0.06 -0.12
C 4.9717 0.6342 1.8776 0.03 0.64 0.08 -0.07
C 4.3718 1.1457 0.7303 -0.01 0.22 0.05 -0.07
C 2.8640 1.2106 0.6938 -0.04 0.10 -0.30 -0.45
O 2.2186 0.6622 1.6006 -0.02 0.20 0.23 -0.03
N 2.3738 1.8841 -0.3654 -0.16 -0.08 0.11 0.04
N 1.0059 1.8289 -0.4688 0.25 0.11 -0.19 -0.01
C 0.4607 2.6469 -1.2848 0.07 -0.16 0.20 -0.09
C -1.0055 2.6732 -1.4232 0.23 0.03 0.22 -0.27
C -1.6380 3.6704 -2.1540 -0.09 0.02 0.03 -0.02
C -3.0238 3.7244 -2.1338 0.07 0.00 0.00 -0.07
C -3.7225 2.7948 -1.3815 -0.02 -0.02 0.01 -0.06
C -3.0094 1.8058 -0.7143 0.04 -0.03 0.05 -0.14
N -1.6876 1.7465 -0.7470 0.21 0.19 -0.32 0.06
H 3.7172 2.1213 -1.3331 -0.15 0.04 -0.05 0.07
H 7.1942 1.7016 -1.0694 -0.01 -0.01 0.03 0.11
H 8.2250 0.7732 0.9839 -0.01 0.00 0.00 0.10
H 6.7865 0.1032 2.9021 0.02 0.02 0.00 0.09
H 4.3054 0.3485 2.6854 0.10 0.21 -0.11 0.11
H 1.0586 3.3694 -1.8374 0.01 0.01 -0.04 0.13
H -1.0487 4.3852 -2.7141 -0.01 -0.01 0.01 0.11
H -3.5493 4.4873 -2.6955 0.00 0.00 0.01 0.10
H -4.8037 2.8038 -1.3322 0.02 0.01 -0.01 0.10
H -3.4886 1.0061 -0.1613 0.04 0.00 -0.03 0.10
F 0.0298 -3.2186 0.5628 0.05 0.06 0.10 0.07
B 0.2766 -2.0073 1.2338 0.47 0.00 0.15 -0.90
F -0.4689 -1.9239 2.3863 0.00 -0.05 -0.04 0.10
N -2.3126 -1.0906 -0.5458 -0.07 0.17 -0.20 -0.21
P -2.9112 -2.2554 -1.3176 -0.02 -0.13 0.02 0.56
N -1.9562 -3.5197 -1.8974 0.11 -0.03 0.12 -0.20
C -0.8081 -3.1235 -2.7012 -0.04 0.04 0.00 -0.22
C -0.4650 -4.2076 -3.7134 0.00 -0.01 -0.04 -0.16
C -0.1780 -5.5570 -3.0192 0.01 0.00 0.00 -0.19
C -0.5341 -5.4979 -1.5336 0.03 0.00 0.02 -0.19
C -1.9002 -4.8609 -1.3102 -0.08 -0.01 -0.09 -0.20
N -4.0893 -3.1314 -0.4399 -0.06 -0.01 0.09 -0.19
C -3.7029 -3.3304 0.9743 -0.01 -0.03 -0.06 -0.23
C -4.3940 -2.3310 1.8900 -0.01 0.00 0.00 -0.18
C -5.9126 -2.5614 1.8740 -0.01 0.01 0.00 -0.20
C -6.3497 -3.1521 0.5241 -0.01 -0.01 0.00 -0.20
C -5.4656 -2.6393 -0.6035 0.03 0.02 0.01 -0.23
N -3.7340 -1.7963 -2.7129 0.11 -0.01 -0.06 -0.20
C -3.8888 -0.3669 -2.9922 -0.03 0.01 0.02 -0.22
C -4.6447 -0.1580 -4.2965 -0.01 -0.02 0.00 -0.19
C -3.9157 -0.8253 -5.4625 0.01 -0.02 0.00 -0.19
C -3.5126 -2.2771 -5.1127 0.01 0.00 -0.03 -0.17
C -4.1026 -2.7163 -3.7741 -0.04 0.04 0.03 -0.23
H 0.0688 -2.9028 -2.0789 -0.02 -0.02 -0.01 0.09
H -1.0568 -2.1963 -3.2197 -0.01 0.00 0.00 0.09
H 0.3861 -3.8758 -4.3124 0.00 -0.01 0.01 0.11
H -1.3129 -4.3117 -4.3969 0.01 0.00 0.01 0.10
H 0.8738 -5.8324 -3.1342 -0.01 0.01 0.02 0.10
H -0.7570 -6.3529 -3.4976 -0.01 0.01 0.00 0.10
H 0.2157 -4.9253 -0.9845 -0.03 -0.01 -0.03 0.10
H -0.5410 -6.5024 -1.1019 -0.01 -0.01 -0.01 0.11
H -2.1106 -4.8361 -0.2421 0.04 0.01 0.00 0.09
H -2.6723 -5.4993 -1.7677 0.00 0.00 0.02 0.11
H -2.6237 -3.2081 1.0628 0.01 0.02 0.00 0.09
H -3.9447 -4.3581 1.2803 0.00 0.02 -0.01 0.11
H -4.1357 -1.3352 1.5229 0.00 -0.01 0.00 0.10
H -3.9918 -2.4083 2.9026 -0.01 -0.01 0.00 0.11
H -6.4373 -1.6182 2.0558 0.01 -0.01 -0.02 0.10
H -6.2056 -3.2391 2.6819 0.01 0.01 -0.01 0.10
H -7.3921 -2.9024 0.3096 0.00 -0.01 0.01 0.10
H -6.2852 -4.2443 0.5480 0.01 0.02 0.00 0.11
H -5.5083 -1.5369 -0.6059 0.00 -0.02 0.01 0.11
H -5.8552 -2.9687 -1.5685 0.01 -0.01 0.00 0.10
H -2.9082 0.1181 -3.0524 -0.02 -0.01 0.02 0.10
H -4.4316 0.1129 -2.1727 -0.02 -0.02 -0.01 0.09
H -4.7517 0.9153 -4.4748 0.02 -0.01 -0.01 0.11
H -5.6577 -0.5640 -4.2033 0.01 0.01 0.00 0.11
H -3.0199 -0.2441 -5.6955 -0.01 -0.02 0.02 0.11
H -4.5462 -0.8032 -6.3555 0.00 0.00 0.01 0.10
H -2.4248 -2.3527 -5.0496 -0.03 0.02 0.02 0.09
H -3.8328 -2.9710 -5.8960 0.00 0.01 0.01 0.10
H -3.7345 -3.7062 -3.5061 0.01 0.01 0.01 0.10
H -5.1973 -2.8004 -3.8632 0.00 0.00 0.00 0.10
C -2.0931 2.5159 3.9932 -0.08 0.08 0.00 -0.18
P -0.7560 1.7986 3.0117 -0.01 0.02 -0.07 0.57
C 0.1985 0.8190 4.1592 0.03 -0.04 0.02 -0.16
C 0.2938 3.1905 2.5438 -0.01 0.08 0.02 -0.15
O -1.3182 1.0597 1.8415 0.08 -0.19 0.10 -0.38
H -1.7089 3.0096 4.8881 -0.01 -0.02 -0.03 0.05
H -2.7785 1.7182 4.2825 0.03 0.00 -0.01 0.05
H -2.6385 3.2401 3.3860 0.00 -0.02 0.01 0.05
H 0.6005 1.4457 4.9600 -0.05 0.01 -0.03 0.06
H 1.0178 0.3691 3.6011 -0.05 0.02 0.05 0.02
H -0.4175 0.0206 4.5774 0.07 0.03 -0.07 0.07
H 0.2463 3.9855 3.2917 0.04 -0.05 -0.01 0.05
H -0.0480 3.5719 1.5811 -0.04 0.01 0.03 0.05
H 1.3193 2.8447 2.4263 0.02 -0.05 -0.03 0.04
C 4.2213 -1.8476 4.4616 0.03 0.02 -0.14 -0.01
N 3.7584 -1.9566 3.0877 -0.42 -0.13 0.13 -0.04
C 4.6170 -1.9947 2.0500 0.27 -0.56 -0.01 -0.10
C 4.1783 -2.0679 0.7900 -0.31 -0.27 -0.10 0.02
C 2.7609 -2.0971 0.5843 0.60 -0.07 -0.10 -0.30
N 1.8918 -2.0528 1.5985 -0.30 -0.31 0.73 0.19
C 2.3581 -1.9334 2.9073 0.23 0.00 -0.25 -0.41
O 1.6732 -1.8237 3.8957 -0.13 -0.16 0.03 0.09
N 2.3221 -2.1866 -0.6501 -0.29 -0.20 -0.26 0.20
H 5.3093 -1.8525 4.4561 0.01 0.00 0.01 0.09
H 3.8483 -2.6808 5.0522 -0.02 -0.02 0.04 0.09
H 3.8574 -0.9253 4.9091 -0.01 0.05 0.03 0.10
H 5.6687 -1.9470 2.2973 -0.11 -0.13 -0.03 0.12
H 4.8481 -2.0751 -0.0553 0.01 0.03 0.03 0.13
H 2.9406 -1.9682 -1.4146 -0.02 0.04 0.03 0.12
H 1.3407 -2.0040 -0.8454 0.33 -0.11 0.07 0.03
O -0.4566 0.2796 -2.7788 0.51 -0.35 -0.24 -0.08
N 0.6159 -0.2439 -3.1916 0.04 -0.03 -0.07 -0.55
O 0.7939 -0.4898 -4.3936 -0.13 0.19 0.77 0.00
O 1.4952 -0.5294 -2.3253 -0.52 0.23 -0.77 -0.10
```
Positions in Å, forces in eV/Å.

Output
E_LUMO = 2.32 eV
E_HOMO = -4.1429 eV
net charge = -1
frontier orbital gap = 6.465 eV
total energy = -98833.9999 eV


Formula: CH2ClNS
Source: OMol25
Level of theory: ωB97M-V/def2-TZVPD

```
6
Properties=species:S:1:pos:R:3:forces:R:3:lowdin_charge:R:1
C -2.5443 0.1055 0.0392 1.51 3.02 1.31 -1.29
N -0.0137 -0.4661 0.0242 -1.12 0.30 1.63 0.03
S -2.8703 1.5495 0.6421 0.10 -1.77 -0.73 0.65
Cl -3.2354 -1.1774 -0.6342 -1.02 -1.29 -0.70 0.68
H -0.4868 -1.0967 0.7311 0.86 0.41 -1.32 -0.03
H 0.0241 -0.8979 -0.8893 -0.32 -0.65 -0.18 -0.05
```
Positions in Å, forces in eV/Å.

Output
E_LUMO (alpha / beta) = -0.67 / -0.75 eV
E_HOMO (alpha / beta) = -9.9595 / -8.1805 eV
frontier orbital gap (alpha / beta) = 9.294 / 7.431 eV
energy above the lowest of the compared OMol25 structures with the same formula, charge and spin = 95.1 kcal per mole
total energy = -25912.7787 eV


Formula: C3H8N2O2
Source: OMol25
Level of theory: ωB97M-V/def2-TZVPD

```
15
Properties=species:S:1:pos:R:3:forces:R:3:lowdin_charge:R:1
N 0.1975 1.2596 1.0527 0.52 -0.58 -0.14 -0.01
C 0.4918 0.2188 -0.0110 -1.04 0.75 -0.40 -0.35
C 0.4603 -1.1617 0.6939 0.56 -0.23 -0.66 -0.23
O 1.6276 -1.9504 0.3789 -0.05 -0.26 0.02 -0.11
C -0.4685 0.3468 -1.1753 0.64 0.27 0.58 -0.63
N -1.8073 0.7302 -0.8662 -0.78 -0.49 -0.25 0.02
O -0.1108 0.0507 -2.3795 -0.21 0.01 -0.06 -0.22
H 1.0441 1.3056 1.6213 -0.21 0.10 0.10 0.04
H 0.1610 2.1347 0.5480 -0.14 0.23 -0.04 0.04
H 1.4533 0.4257 -0.4981 0.28 -0.60 0.35 0.12
H -0.4141 -1.6979 0.3222 -0.15 0.10 0.27 0.11
H 0.4275 -1.0842 1.7782 -0.12 0.19 0.29 0.08
H 1.3237 -2.7284 -0.0988 0.15 0.25 -0.05 0.07
H -2.2571 1.4234 -1.4561 0.20 0.05 0.08 0.03
H -2.1291 0.7270 0.0898 0.34 0.21 -0.09 0.04
```
Positions in Å, forces in eV/Å.

Output
E_LUMO (alpha / beta) = 4.08 / 3.93 eV
multiplicity = 2
E_HOMO (alpha / beta) = 1.1850 / -3.4113 eV
net charge = -1
⟨S²⟩ = 0.75
frontier orbital gap (alpha / beta) = 2.894 / 7.345 eV
energy above the lowest of the compared OMol25 structures with the same formula, charge and spin = 41.8 kcal per mole
total energy = -10314.0572 eV


Formula: C4H9F
Source: OMol25
Level of theory: ωB97M-V/def2-TZVPD

```
14
Properties=species:S:1:pos:R:3:forces:R:3:lowdin_charge:R:1
C 1.3075 -0.9748 1.2829 1.06 0.52 0.31 -0.13
C 0.7242 -0.6077 -0.0739 1.49 -0.23 -1.71 -0.26
C -0.2932 0.6029 -0.1821 3.89 -1.61 9.76 -0.53
C -0.3475 0.8219 -1.4819 0.63 0.58 -7.76 -0.11
H 2.0688 -1.9150 1.1055 -2.64 1.83 1.33 0.13
H 1.9062 -0.1928 1.8434 0.14 -0.38 -1.56 0.07
H 0.4149 -0.7906 1.9784 0.83 -2.20 -0.51 0.09
H 1.5069 -0.4695 -1.1222 -1.12 -0.77 4.07 0.13
H 0.1425 -1.4247 -0.4948 -0.06 -0.62 0.32 0.10
H 0.1196 1.3056 0.5782 -0.35 0.40 -0.93 0.16
H -0.6038 1.8540 -1.7787 -0.10 -0.78 -0.46 0.09
H 0.9732 0.3576 -1.8535 -4.87 2.39 -0.31 0.18
H -1.1546 0.0222 -1.5986 0.75 1.07 -1.92 0.13
F -1.5244 0.2444 0.4525 0.34 -0.21 -0.64 -0.05
```
Positions in Å, forces in eV/Å.

Output
E_LUMO = 0.94 eV
E_HOMO = -9.6996 eV
frontier orbital gap = 10.637 eV
energy above the lowest of the compared OMol25 structures with the same formula, charge and spin = 120.1 kcal per mole
total energy = -7006.5027 eV


Number 1: maximum force 1.0 eV/A. Number 2: maximum force 3.6 eV/A. Number 3: maximum force 1.3 eV/A. Number 4: maximum force 10.6 eV/A.